No. 1
Molecular formula: C29H30NO3Pd
Method: DFT, ωB97M-V/def2-TZVPD

Geometry as XYZ:
```
64
Properties=species:S:1:pos:R:3:mulliken_charge:R:1
C 2.21329 -0.08123 1.57504 -0.54
C 2.31239 -0.73573 0.27583 -1.18
C 2.08869 0.23764 -0.73799 0.38
H 2.60497 -1.77263 0.12207 0.57
C 1.77254 1.46340 -0.12716 0.23
C 1.79449 1.29566 1.30562 -1.18
H 1.58376 2.39828 -0.64710 0.57
C -1.23526 -1.92184 1.63492 -1.00
C -0.09287 -2.49066 0.91983 -0.93
C -0.29897 -2.26902 -0.48906 -0.63
H 0.73386 -3.00164 1.39924 0.53
C -1.52657 -1.59091 -0.68968 1.37
C -2.07681 -1.31846 0.61180 -0.96
H 2.17283 0.07643 -1.81326 0.47
H 1.65737 2.06667 2.05869 0.55
H 2.44912 -0.50655 2.55460 0.53
H -3.01781 -0.80999 0.80448 0.48
H 0.38847 -2.56124 -1.28307 0.60
H -1.41007 -1.96425 2.70952 0.51
Pd 0.09074 -0.27707 1.27352 0.29
C -2.23334 -1.37468 -2.04317 2.10
C -3.58592 -2.09954 -1.88742 -1.77
C -1.45860 -2.00601 -3.20685 -2.23
H -3.40420 -3.16004 -1.66606 0.42
H -4.17667 -2.04506 -2.81116 0.49
H -4.17879 -1.67440 -1.06426 0.36
H -1.28666 -3.07435 -3.02677 0.53
H -0.49467 -1.49256 -3.34948 0.32
H -2.06113 -1.89167 -4.12062 0.40
C -2.51637 0.14031 -2.45645 -0.82
C -1.37748 0.98598 -3.10614 0.25
H -2.77909 0.68939 -1.52642 0.20
H -3.37243 0.12852 -3.16943 0.42
O -0.35709 1.22577 -2.45310 -0.33
N -1.39321 1.59262 -4.36190 -0.27
C -0.36040 2.65992 -4.46976 -1.03
H -2.26675 1.76587 -4.84500 0.30
C 1.02632 2.04307 -4.49689 0.75
C 2.14233 2.63356 -3.88427 -0.37
H 2.00028 3.51498 -3.25569 0.44
C 3.41847 2.09659 -4.07715 -0.65
H 4.29100 2.59621 -3.65011 0.39
C 3.59016 0.94370 -4.84911 -0.46
H 4.58438 0.55237 -5.03821 0.41
C 2.46963 0.29084 -5.36864 -0.68
H 2.57075 -0.62118 -5.96322 0.41
C 1.19585 0.83055 -5.16426 -0.28
H 0.30662 0.32018 -5.53258 0.42
H -0.47135 3.30294 -3.58865 0.29
H -0.51660 3.28459 -5.36160 0.49
O -0.41462 0.56915 3.15690 -0.85
C -1.22490 1.45023 2.65904 1.23
O -1.44106 1.55593 1.40918 -0.59
C -1.93302 2.39374 3.55173 0.31
C -2.76118 3.36421 2.96964 -0.36
C -3.41889 4.26877 3.79836 -0.56
C -3.24138 4.19596 5.19450 -0.41
C -2.40678 3.21506 5.75927 -0.62
C -1.74702 2.30759 4.93459 -0.32
H -2.86328 3.38673 1.89009 0.42
H -4.06973 5.03060 3.35338 0.38
H -3.75528 4.90560 5.84049 0.39
H -2.26320 3.15292 6.84155 0.39
H -1.08776 1.53117 5.30712 0.41
```

Summary:
total charge = +1
strongest force on any atom = 2.76 eV Å⁻¹
2S+1 = 5
DFT total energy = -1531.049165 a.u.
orbital gap (spin up / spin down) = 9.2 / 5.1 eV
<S²> = 6.03
E_HOMO (spin up / spin down) = -11.08 / -11.09 eV


No. 2
Molecular formula: C29H31AuBN2O2
Method: DFT, ωB97M-V/def2-TZVPD

Geometry as XYZ:
```
66
Properties=species:S:1:pos:R:3:mulliken_charge:R:1
Au -0.42856 0.15426 0.29329 0.75
N -0.07296 0.43183 2.79073 -0.36
C -1.03104 1.31756 3.34618 0.39
C -1.25465 1.37976 4.70096 -0.48
C -2.17122 2.28848 5.24714 -0.70
C -2.87964 3.13339 4.43763 -0.91
C -2.72269 3.06177 3.03906 0.69
C -3.46474 3.86575 2.14967 -0.54
C -3.30147 3.71631 0.79692 -0.98
C -2.39133 2.75458 0.34035 -0.21
N -1.66987 2.01051 1.14100 -0.15
C -1.79915 2.13703 2.47704 0.20
H 0.81452 0.89454 2.63040 0.23
H 0.07844 -0.37737 3.38610 0.25
H -0.69292 0.72570 5.35630 0.40
H -2.29461 2.32337 6.31811 0.40
H -3.56929 3.85551 4.84827 0.42
H -4.16780 4.57786 2.55193 0.44
H -3.86246 4.30053 0.08382 0.41
H -2.23985 2.57964 -0.71456 0.55
C 2.99998 4.26539 -3.69020 -0.41
C 3.50141 2.99705 -3.42480 -0.76
C 3.07519 2.29369 -2.31496 -0.30
C 2.13608 2.85859 -1.44120 0.54
C 1.66806 4.15626 -1.70202 -0.50
C 2.09570 4.85139 -2.81365 -0.66
C 1.57703 2.16103 -0.30380 -0.05
C 1.71254 0.87383 0.05988 -1.43
C 2.66351 -0.09919 0.31538 1.58
C 3.88402 0.29657 0.92933 -0.54
C 4.79886 -0.63858 1.34336 -0.73
C 4.55271 -1.99605 1.16410 -0.44
C 3.37169 -2.40876 0.55232 -0.72
C 2.44082 -1.48869 0.13635 -0.07
H 3.29754 4.78831 -4.58754 0.39
H 4.22036 2.55728 -4.10171 0.40
H 3.45585 1.30359 -2.11671 0.46
H 0.95515 4.61068 -1.02918 0.41
H 1.71710 5.84365 -3.01133 0.40
H 0.83082 2.74912 0.22625 0.29
H 4.07504 1.34877 1.07515 0.43
H 5.71447 -0.31373 1.80979 0.42
H 5.27850 -2.72515 1.48276 0.43
H 3.19390 -3.46201 0.39857 0.45
H 1.52676 -1.79460 -0.35256 0.54
C -0.41851 -4.73144 -0.56675 -1.87
C -1.59289 -3.77494 -0.77151 1.79
C -2.88558 -4.43905 -0.30783 -1.85
O -1.35872 -2.63312 0.08850 -0.40
B -0.98921 -1.58319 -0.67161 0.29
O -1.03122 -1.82493 -1.99454 -0.30
C -1.61885 -3.13520 -2.21135 1.54
C -3.02875 -2.89251 -2.74675 -1.95
C -0.79916 -3.85958 -3.27483 -1.80
H -0.38278 -5.04540 0.47353 0.53
H 0.52309 -4.24257 -0.80146 0.18
H -0.53625 -5.60928 -1.19150 0.38
H -2.71487 -4.87610 0.67258 0.45
H -3.19062 -5.22536 -0.99085 0.36
H -3.69360 -3.72003 -0.21357 0.36
H -3.60093 -2.28411 -2.05074 0.32
H -3.54032 -3.83308 -2.92397 0.36
H -2.95617 -2.34964 -3.68773 0.52
H 0.26154 -3.85831 -3.04372 0.34
H -0.93592 -3.35431 -4.22717 0.45
H -1.13206 -4.88730 -3.38263 0.37
```

Summary:
total charge = +1
strongest force on any atom = 1.13 eV Å⁻¹
2S+1 = 3
DFT total energy = -1544.004895 a.u.
orbital gap (spin up / spin down) = 7.2 / 6.0 eV
<S²> = 2.04
E_HOMO (spin up / spin down) = -10.16 / -11.17 eV